Molecular formula: C35H69AlBr2Cl4N5O14S2
Method: DFT, ωB97M-V with the def2-TZVPD basis set

```
132
Properties=species:S:1:pos:R:3:mulliken_charge:R:1
C 5.044 5.187 3.316 -1.2491
C 3.949 4.029 3.595 0.0574
O 3.922 2.958 2.602 -0.3975
C 3.501 3.472 1.302 -0.1730
C 3.053 2.292 0.280 -0.2701
O 1.612 2.119 0.188 -0.2851
C 1.215 0.764 0.472 -0.8994
N -0.260 0.635 0.777 1.0380
C -0.663 0.501 2.035 -2.2635
N 0.233 0.440 3.265 -0.0331
O -0.150 1.489 4.059 -0.2154
C 0.179 2.784 3.464 -0.4470
C -1.142 3.692 3.112 1.8227
C -1.471 4.510 4.484 -1.4763
C -0.868 4.790 1.959 0.5082
C -1.078 4.239 0.449 -0.8977
C -1.971 5.995 2.135 -1.3222
C -0.348 -0.771 3.939 -1.0357
C 0.309 -2.217 3.679 -0.8170
C 0.450 -2.640 2.136 0.6533
C -0.740 -2.749 1.059 -0.3549
N 1.678 -2.976 1.707 -0.7729
C -1.950 -0.569 3.828 0.9683
O -2.462 -1.949 3.683 -0.5864
C -2.653 -0.111 5.208 -1.2992
C -3.466 1.282 5.137 0.7240
C -5.073 0.970 5.213 -0.9151
Br -3.068 2.236 6.882 -0.0930
N -1.998 0.320 2.627 2.1257
C -3.113 0.113 1.647 -0.8966
C -3.941 1.492 1.334 -0.4288
H 6.105 4.781 3.069 0.2673
H 5.157 5.779 4.307 0.4311
H 4.687 5.974 2.542 0.3066
H 2.939 4.538 3.772 -0.0289
H 4.241 3.526 4.602 0.1748
H 4.463 3.933 0.828 0.4489
H 2.737 4.327 1.379 0.1435
H 3.415 2.639 -0.784 0.0153
H 3.622 1.303 0.482 0.3611
H 1.418 0.128 -0.466 0.4897
H 1.885 0.355 1.308 0.5104
H -0.952 0.652 0.008 0.5050
H 0.926 2.730 2.586 -0.4946
H 0.728 3.387 4.296 0.7857
H -2.016 3.032 2.750 -1.0519
H -1.104 3.824 5.348 0.2686
H -2.604 4.689 4.500 0.3592
H -0.847 5.482 4.590 0.3918
H 0.193 5.219 2.056 0.2379
H -2.220 4.163 0.225 0.3156
H -0.650 3.190 0.264 -0.0738
H -0.574 4.941 -0.322 0.3917
H -1.585 6.861 2.780 0.3592
H -3.002 5.590 2.446 0.2423
H -2.105 6.425 1.060 0.3866
H -0.034 -0.572 5.045 0.5640
H 1.389 -2.174 4.111 0.3784
H -0.216 -3.077 4.224 0.2585
H -0.448 -3.618 0.341 0.2089
H -0.882 -1.826 0.394 0.0260
H -1.765 -3.031 1.490 0.1421
H 1.619 -3.261 0.701 0.3006
H -2.300 -2.454 4.513 0.4656
H -3.377 -0.931 5.592 0.0993
H -1.857 0.005 6.045 0.6038
H -3.189 1.964 4.260 -0.5600
H -5.241 0.076 5.948 0.3409
H -5.535 0.803 4.177 0.2839
H -5.551 1.892 5.743 0.4598
H -3.907 -0.642 2.011 0.2719
H -2.731 -0.270 0.635 0.3877
H -4.177 2.053 2.325 0.0748
H -3.337 2.176 0.638 -0.0814
H -4.956 1.159 0.895 0.2855
C -7.675 -0.857 -1.541 -1.0872
S -6.471 -0.738 -0.199 0.5120
O -5.156 -0.368 -0.808 -0.5734
C -6.420 -2.505 0.164 -0.7038
H -7.835 0.141 -1.951 0.3622
H -7.295 -1.515 -2.325 0.2988
H -8.619 -1.242 -1.150 0.3941
H -6.118 -3.059 -0.726 0.0479
H -7.405 -2.839 0.499 0.5126
H -5.693 -2.674 0.959 0.2239
O 5.177 2.124 -2.113 -0.4285
Cl 5.343 0.980 -3.027 1.9102
O 4.895 -0.226 -2.373 -0.5893
O 6.736 0.842 -3.387 -0.5961
O 4.568 1.198 -4.222 -0.5938
C -2.207 -6.838 -1.826 -0.8075
C -2.906 -6.110 -2.975 -0.6787
C -4.154 -5.436 -2.400 -0.6835
S -3.794 -5.102 -0.680 1.1705
O -4.675 -5.905 0.140 -0.7555
O -3.652 -3.674 -0.492 -0.5252
C -2.174 -5.848 -0.670 -0.2932
H -1.203 -7.164 -2.104 0.3932
H -2.786 -7.724 -1.544 0.3215
H -2.234 -5.350 -3.387 0.2516
H -3.166 -6.793 -3.787 0.3783
H -4.377 -4.499 -2.912 0.3854
H -5.021 -6.098 -2.441 0.3873
H -1.987 -6.320 0.295 0.5471
H -1.441 -5.058 -0.850 -0.1108
Al -5.657 0.042 7.667 0.0865
C 2.717 -2.494 -5.205 0.4844
C 2.451 -1.916 -3.853 -0.0297
O 1.539 -2.845 -3.277 -0.2463
C 1.725 -4.036 -3.913 0.5424
O 1.232 -5.081 -3.557 -0.6239
O 2.536 -3.898 -4.994 -0.3237
H 3.719 -2.282 -5.554 -0.2810
H 1.997 -2.154 -5.951 0.2053
H 3.351 -1.872 -3.231 0.2057
H 2.009 -0.919 -3.906 0.2258
Cl 2.945 -1.173 -7.064 -0.6207
Cl 3.115 6.593 3.965 -0.7447
C 6.540 -0.351 -9.593 -0.7747
C 7.673 -0.364 -8.572 -0.5222
C 7.643 -1.599 -7.669 -0.5254
C 6.351 -1.634 -6.899 0.1523
N 5.324 -1.661 -6.294 -0.4598
H 5.564 -0.319 -9.108 0.1784
H 6.618 0.542 -10.241 0.2010
H 6.577 -1.244 -10.234 0.4539
H 7.612 0.543 -7.963 0.3825
H 8.631 -0.332 -9.102 0.2648
H 8.479 -1.570 -6.965 0.3007
H 7.732 -2.513 -8.263 0.3010
Br 5.490 1.630 -9.374 -0.3924
Cl 6.866 1.512 -1.291 -0.1328
```

Values from the calculation:
ΔE to the lowest compared entry with this formula, charge and spin (kcal per mole): 241.10
Charge: -1
Molar mass (g/mol): 1176.69



Molecular formula: C35H70O15
Method: DFT, ωB97M-V with the def2-TZVPD basis set

```
120
Properties=species:S:1:pos:R:3:mulliken_charge:R:1
O 4.112 -3.304 1.637 -0.5928
C 4.082 -2.975 0.497 0.4292
O 4.712 -3.450 -0.608 -0.2552
C 5.547 -4.600 -0.427 -0.3058
C 6.713 -4.565 -1.487 -1.1635
C 3.550 -1.603 0.101 -0.0139
H 4.995 -5.549 -0.486 0.3237
H 5.652 -4.810 0.768 0.2875
H 6.379 -4.797 -2.463 0.3270
H 7.344 -5.365 -1.234 0.3688
H 6.925 -3.496 -1.708 0.2995
H 3.220 -1.451 -1.085 0.0585
H 4.362 -0.930 0.412 0.4101
H 2.489 -1.459 0.813 -0.1951
O 1.477 4.308 -6.957 -0.5652
C 1.758 3.998 -5.802 0.7629
O 2.118 2.758 -5.345 -0.1651
C 2.349 1.728 -6.245 -0.6624
C 3.000 0.472 -5.441 -0.7893
C 1.623 5.007 -4.685 -1.1115
H 3.116 2.021 -6.958 0.4951
H 1.559 1.601 -6.928 0.4668
H 2.781 -0.195 -6.443 0.2625
H 2.521 0.067 -4.514 0.1680
H 4.026 0.707 -5.220 0.2583
H 0.894 4.640 -3.806 0.1689
H 1.252 5.897 -5.055 0.4354
H 2.711 5.185 -4.201 0.2825
O 4.403 3.120 2.220 -0.6783
C 3.125 2.988 1.876 0.4779
O 2.181 3.147 2.729 -0.1741
C 2.438 3.414 4.117 -0.3112
C 1.152 3.295 4.962 -0.7930
C 2.651 2.603 0.482 -0.1742
H 3.050 4.484 4.226 0.3336
H 3.457 2.909 4.583 0.2807
H 1.087 2.267 5.290 -0.1295
H 0.288 3.714 4.536 0.3311
H 1.213 3.969 5.817 0.4602
H 2.037 1.632 0.575 -0.2159
H 3.611 2.066 0.042 0.2674
H 2.249 3.482 -0.084 0.3140
O 3.495 -0.582 6.350 -0.5290
C 2.828 -0.481 5.369 0.3839
O 1.340 -0.628 5.183 -0.0769
C 0.495 -0.632 6.296 -0.2870
C -0.785 -1.281 5.725 -1.5595
C 3.473 -0.286 4.044 -0.2714
H 0.255 0.285 6.938 0.2644
H 0.910 -1.257 7.098 0.3726
H -1.296 -1.576 6.512 0.7245
H -0.601 -2.097 5.217 0.4451
H -1.376 -0.588 5.168 0.1753
H 2.778 0.398 3.483 -0.1753
H 3.442 -1.281 3.509 0.0719
H 4.486 -0.218 3.885 0.4882
O -1.630 -0.698 1.229 -0.6825
C -0.987 0.375 1.269 0.4391
O -0.354 0.929 0.142 -0.3154
C -0.529 0.384 -1.140 -0.9375
C 0.561 0.786 -2.018 -0.1198
C -0.628 1.044 2.567 0.0288
H -1.434 0.566 -1.509 0.7568
H -0.659 -0.602 -1.087 0.6640
H 1.465 0.405 -1.653 -0.2142
H 0.720 1.943 -2.040 -0.0254
H 0.464 0.405 -3.102 0.1457
H 0.119 1.706 2.474 0.0538
H -0.265 0.293 3.119 0.0360
H -1.435 1.508 3.109 0.0590
C 0.364 -3.671 2.292 -0.8043
C -0.011 -3.510 0.743 0.9415
O 0.565 -2.854 -0.040 -0.3981
C -1.328 -4.317 0.458 -1.9457
H -0.223 -2.815 2.667 0.1175
H 1.244 -3.126 2.306 0.0725
H 0.284 -4.619 2.771 0.5324
H -1.352 -4.148 -0.732 0.1010
H -2.132 -3.977 0.721 0.6674
H -1.269 -5.203 0.689 0.7578
C -6.431 -1.259 1.249 -1.3947
C -5.873 -0.353 0.228 0.9596
O -6.390 0.904 0.110 -0.6287
C -4.731 -0.818 -0.617 -0.3701
H -7.101 -0.770 1.730 0.4142
H -5.641 -1.662 1.898 0.2397
H -6.945 -1.990 0.645 0.4545
H -3.729 -0.937 -0.070 -0.1800
H -4.412 -0.063 -1.512 0.2021
H -4.809 -1.933 -0.792 0.3296
C -2.447 -3.626 -4.190 -1.0365
C -2.827 -2.163 -4.382 0.7411
O -2.134 -1.181 -3.620 -0.3949
C -3.833 -1.714 -5.347 -1.2261
H -1.895 -3.926 -4.941 0.4431
H -3.301 -4.314 -4.096 0.3680
H -1.716 -3.838 -3.191 0.0061
H -3.672 -2.132 -6.240 0.4496
H -3.694 -0.715 -5.273 0.2821
H -4.701 -1.955 -4.779 0.3461
C -1.344 2.075 -4.921 -1.3114
C -1.519 3.024 -6.117 0.6639
O -1.476 2.655 -7.385 -0.6207
C -1.757 4.417 -5.734 -1.3423
H -0.498 1.895 -4.566 0.2411
H -1.366 0.951 -5.125 0.4042
H -1.795 2.049 -3.992 0.8886
H -2.377 4.573 -4.929 0.4901
H -2.360 4.793 -6.617 0.2858
H -1.044 5.111 -5.493 0.3057
C -5.215 0.310 4.469 -1.0342
C -4.352 0.636 5.683 0.7921
O -4.426 -0.246 6.679 -0.5933
C -3.622 1.992 5.656 -0.9785
H -5.799 -0.608 4.463 0.4281
H -4.417 -0.110 3.682 -0.0064
H -5.829 0.883 3.905 0.5792
H -2.968 2.022 6.581 0.2737
H -4.130 2.669 5.482 0.8437
H -2.627 1.846 4.955 -0.2447
```

Values from the calculation:
ΔE to the lowest compared entry with this formula, charge and spin (kcal per mole): 455.36
SMILES string: CCOC(C)=O.CCOC(C)=O.CCOC(C)=O.CCOC(C)=O.CCOC(C)=O.CC(C)=O.CC(C)=O.CC(C)=O.CC(C)=O.CC(C)=O
Charge: 0
Molar mass (g/mol): 730.93



Molecular formula: C35H71BN7O4
Method: DFT, ωB97M-V with the def2-TZVPD basis set

```
118
Properties=species:S:1:pos:R:3:mulliken_charge:R:1
C -4.003 2.838 -2.892 -0.5823
C -2.500 2.197 -3.019 0.5965
O -1.998 2.097 -4.281 -0.5074
O -1.684 1.696 -1.864 -0.2382
C -2.154 0.275 -1.745 0.2445
O -3.169 0.091 -0.871 -0.5897
C -1.475 -0.873 -2.687 -0.3883
C -0.185 -1.649 -2.067 1.0701
B 1.117 -1.280 -3.060 0.0253
O 1.493 0.174 -3.144 -0.5280
N 1.936 -2.309 -3.817 -0.2300
C 2.192 -1.645 -5.184 -0.8667
C 3.331 -2.433 -3.171 -0.7480
C 0.278 -1.186 -0.561 -1.2556
C -0.607 -1.818 0.663 0.7615
C 0.114 -1.827 2.131 -0.9960
C 1.503 -0.967 2.244 0.4641
C 2.892 -1.858 2.517 -0.4492
C 4.365 -1.099 2.597 -0.5649
C 4.477 0.525 2.395 -0.1810
C 3.085 1.374 2.154 -0.4019
C 1.604 0.659 2.065 -0.4224
N -1.101 -3.252 0.397 -0.2982
C -1.440 -3.448 -1.067 0.1000
N -2.697 -3.867 -1.469 -0.3685
N -0.387 -3.153 -2.138 -0.3697
H -4.579 2.591 -3.907 0.0487
H -4.665 2.392 -2.035 0.2805
H -4.014 4.029 -2.828 0.3735
H -2.332 -1.626 -3.011 0.3733
H -1.131 -0.330 -3.693 0.2465
H 2.396 0.264 -2.673 0.3575
H 2.930 -0.737 -5.122 0.3309
H 1.137 -1.183 -5.498 0.2569
H 2.527 -2.466 -5.961 0.2871
H 3.584 -3.577 -2.973 0.2638
H 4.178 -2.018 -3.876 0.3255
H 3.394 -1.906 -2.119 0.2459
H 1.433 -1.481 -0.488 0.4084
H 0.270 -0.003 -0.400 0.1360
H -1.606 -1.177 0.786 0.2044
H -0.685 -1.468 2.942 0.2886
H 0.321 -2.969 2.409 0.3326
H 2.846 -3.021 2.640 0.2820
H 5.328 -1.766 2.762 0.2992
H 5.536 1.052 2.422 0.2799
H 3.168 2.541 1.998 0.2837
H 0.621 1.261 1.866 0.3838
H -1.986 -3.393 0.960 0.4003
H -2.797 -4.768 -1.994 0.2769
H -3.517 -3.235 -1.246 0.2884
H -0.834 -3.320 -3.082 0.4395
C 2.153 -2.293 7.276 -1.5067
C 0.753 -2.379 6.670 -0.0123
N 0.201 -3.736 6.648 0.1063
C -1.000 -3.861 5.817 0.0023
C -2.241 -3.088 6.249 -1.1288
C 0.143 -4.432 7.932 -0.6891
C -0.644 -3.774 9.062 -0.9395
H 2.848 -2.973 6.771 0.3233
H 2.543 -1.275 7.166 0.4341
H 2.151 -2.526 8.345 0.3476
H 0.836 -2.015 5.637 0.1772
H 0.096 -1.681 7.198 0.2329
H -1.263 -4.920 5.714 0.3834
H -0.742 -3.540 4.799 -0.2945
H -2.728 -3.553 7.110 0.3046
H -2.975 -3.083 5.436 0.4362
H -2.021 -2.044 6.491 0.2570
H 1.169 -4.592 8.285 0.3877
H -0.245 -5.449 7.782 0.3299
H -0.437 -2.705 9.151 0.2474
H -0.374 -4.237 10.017 0.3701
H -1.720 -3.911 8.937 0.2639
C -9.849 0.988 -7.703 -1.4118
C -8.554 0.680 -6.952 -0.3114
N -8.342 1.521 -5.772 0.1358
C -6.984 1.425 -5.228 -0.7809
C -6.542 0.078 -4.665 -0.8142
C -9.411 1.521 -4.775 -0.6651
C -9.808 0.182 -4.160 -0.9646
H -9.906 2.046 -7.980 0.3272
H -9.893 0.398 -8.625 0.4267
H -10.735 0.733 -7.113 0.2967
H -7.734 0.852 -7.661 0.4261
H -8.536 -0.386 -6.702 0.2667
H -6.844 2.191 -4.457 0.3621
H -6.280 1.703 -6.024 0.3361
H -6.999 -0.123 -3.694 0.1950
H -5.457 0.080 -4.510 0.2748
H -6.770 -0.752 -5.339 0.3203
H -10.307 1.961 -5.230 0.3739
H -9.158 2.217 -3.964 0.3183
H -9.902 -0.612 -4.905 0.2429
H -10.781 0.279 -3.664 0.3747
H -9.096 -0.139 -3.397 0.2656
C 10.260 5.632 1.072 -1.3968
C 8.861 5.545 0.466 -0.3337
N 8.309 4.188 0.445 0.1150
C 7.108 4.063 -0.386 -0.6972
C 5.867 4.837 0.046 -0.7754
C 8.251 3.492 1.728 -0.7035
C 7.464 4.151 2.858 -0.9352
H 10.955 4.952 0.568 0.3294
H 10.650 6.650 0.963 0.4280
H 10.259 5.399 2.142 0.2891
H 8.944 5.910 -0.566 0.4306
H 8.204 6.244 0.994 0.2651
H 6.844 3.005 -0.490 0.3447
H 7.366 4.385 -1.405 0.3825
H 5.380 4.372 0.906 0.0322
H 5.132 4.842 -0.768 0.4081
H 6.087 5.880 0.288 0.2656
H 9.277 3.333 2.082 0.3672
H 7.862 2.476 1.579 0.3085
H 7.671 5.220 2.948 0.3279
H 7.734 3.687 3.814 0.3794
H 6.387 4.013 2.734 0.1712
```

Values from the calculation:
Charge: +1
Molar mass (g/mol): 664.81



| no. | DFT total energy (Ha) | frontier orbital gap (eV) | strongest force on any atom (eV Å⁻¹) |
| --- | --- | --- | --- |
| 1 | -10728.4861 | 0.81 | 8.69 |
| 2 | -2503.4892 | 9.80 | 19.67 |
| 3 | -2084.4896 | 4.81 | 9.31 |